i:
Computed, not measured: a cluster of 10 separate species, C38H64O24P3 in total, with ωB97M-V/def2-TZVPD.

XYZ file:
```
129
Properties=species:S:1:pos:R:3:mulliken_charge:R:1
O 2.87755 0.69602 -3.13044 -0.64
P 3.68443 1.95689 -3.64094 0.46
C 2.75855 2.63901 -5.21304 0.92
P 3.61548 2.24328 -6.91730 0.84
O 5.12142 1.82757 -6.53814 -0.73
O 2.89988 0.85828 -7.72635 -0.53
O 3.56831 3.71434 -7.84847 -0.48
C 1.15565 2.17285 -5.32085 -0.59
O 0.58682 3.30173 -6.13029 -0.36
P 1.21935 4.75610 -5.37315 -0.13
O 2.78552 4.10909 -4.91185 -0.53
H 5.07638 1.67619 -3.88400 0.06
H 3.64644 3.01922 -2.62753 -0.01
H 1.92062 1.03673 -7.94309 0.38
H 4.41182 3.70640 -8.39178 0.31
H 0.59737 2.13953 -4.26730 0.02
H 0.99456 1.14437 -5.85940 0.15
H 0.10687 5.52259 -5.94412 0.01
H 0.55908 4.39599 -4.13459 -0.09
H 1.63255 6.01037 -4.74606 0.02
H 1.94524 5.26619 -6.50904 -0.11
O -0.68737 -0.02470 -7.28782 -0.63
C -1.01888 -0.48548 -6.20802 0.59
O -0.89888 0.17556 -5.01940 -0.21
C -1.27830 -0.69827 -3.95721 -0.39
C -2.15185 -1.74565 -4.59661 -0.03
C -1.56847 -1.86138 -5.98213 -0.61
H -0.37186 -1.12582 -3.51592 0.16
H -1.81428 -0.13358 -3.18879 0.22
H -2.16400 -2.69038 -4.04662 0.19
H -3.18345 -1.37886 -4.66204 0.14
H -0.74878 -2.58424 -6.01946 0.32
H -2.33502 -2.10599 -6.72103 0.28
O -1.06887 0.00368 -0.63369 -0.65
C 0.01751 0.19689 -0.11346 0.32
O 0.83361 1.25212 -0.40443 -0.40
C 2.06265 1.10307 0.30480 0.03
C 1.74666 0.19053 1.46079 0.09
C 0.67065 -0.70051 0.89365 0.13
H 2.80718 0.67266 -0.37313 0.15
H 2.41469 2.08223 0.64234 0.05
H 2.61894 -0.35639 1.82844 -0.10
H 1.33790 0.77513 2.29397 0.14
H 1.09090 -1.56907 0.37906 0.19
H -0.03930 -1.01194 1.66332 0.05
O 0.62042 -3.25422 2.95474 -0.56
C 1.70680 -3.06101 3.47497 0.37
O 2.52289 -2.00578 3.18400 -0.14
C 3.75194 -2.15482 3.89323 -0.18
C 3.43595 -3.06737 5.04922 -0.59
C 2.35993 -3.95840 4.48208 -0.53
H 4.49647 -2.58523 3.21530 0.13
H 4.10397 -1.17566 4.23077 0.22
H 4.30823 -3.61428 5.41687 0.34
H 3.02719 -2.48277 5.88240 0.31
H 2.78018 -4.82696 3.96749 0.28
H 1.64999 -4.26983 5.25175 0.29
O -4.90735 -4.19799 5.24503 -0.63
C -4.26758 -3.91839 4.24469 0.51
O -4.67386 -3.02454 3.29591 -0.37
C -3.73828 -3.02744 2.21867 -0.34
C -2.45956 -3.56720 2.80386 -0.02
C -2.95672 -4.52988 3.85242 -0.42
H -4.12980 -3.66327 1.41767 0.23
H -3.61418 -2.01045 1.83532 0.30
H -1.80700 -4.03023 2.05893 0.35
H -1.90061 -2.75583 3.28582 -0.05
H -3.13662 -5.52572 3.43799 0.31
H -2.27519 -4.58196 4.70461 0.22
O 5.40415 1.06715 3.61554 -0.64
C 5.47512 1.92676 2.75286 0.52
O 5.21602 1.71259 1.42954 -0.21
C 5.50266 2.90330 0.69754 0.00
C 5.43105 4.01824 1.70784 -0.61
C 5.89936 3.34705 2.97417 -0.51
H 6.49886 2.80866 0.25281 0.26
H 4.76777 3.03007 -0.10276 -0.07
H 6.02743 4.89096 1.42884 0.34
H 4.39056 4.34376 1.82799 0.31
H 6.98758 3.38337 3.07551 0.29
H 5.41354 3.77081 3.85611 0.34
O -4.60777 -3.77628 -5.61677 -0.57
C -4.93928 -4.23706 -4.53697 0.51
O -4.81928 -3.57602 -3.34835 -0.32
C -5.19870 -4.44985 -2.28616 -0.31
C -6.07225 -5.49723 -2.92556 -0.48
C -5.48887 -5.61296 -4.31108 -0.43
H -4.29226 -4.87740 -1.84487 0.21
H -5.73468 -3.88516 -1.51774 0.26
H -6.08440 -6.44196 -2.37557 0.32
H -7.10385 -5.13044 -2.99099 0.27
H -4.66918 -6.33583 -4.34841 0.25
H -6.25542 -5.85757 -5.04998 0.29
O 9.91461 1.42910 1.52758 -0.62
C 9.25757 0.40402 1.60307 0.39
O 7.89582 0.35441 1.51738 -0.20
C 7.45997 -0.98301 1.75638 -0.19
C 8.65405 -1.85033 1.45496 -0.61
C 9.81131 -0.96706 1.84737 -0.36
H 7.13973 -1.06475 2.80038 0.14
H 6.61178 -1.21619 1.10614 0.26
H 8.63529 -2.80734 1.98310 0.32
H 8.69932 -2.05841 0.37901 0.30
H 10.05954 -1.06861 2.90750 0.26
H 10.68863 -1.15480 1.22408 0.29
O -2.34172 2.97143 4.50165 -0.62
C -3.11369 2.02727 4.47314 0.39
O -2.73973 0.73369 4.24730 -0.34
C -3.90601 -0.08498 4.17425 0.31
C -4.97654 0.68160 4.90585 -0.65
C -4.60133 2.11603 4.63188 -0.11
H -4.15559 -0.24416 3.11995 -0.06
H -3.70636 -1.05374 4.64143 0.00
H -5.98829 0.42431 4.58133 0.34
H -4.90549 0.48264 5.98213 0.30
H -5.03932 2.48004 3.69835 -0.01
H -4.87065 2.76754 5.46639 0.34
O -8.39399 2.23969 3.65781 -0.61
C -8.32302 3.09930 2.79514 0.53
O -8.58212 2.88513 1.47181 -0.35
C -8.29548 4.07584 0.73982 -0.42
C -8.36709 5.19078 1.75011 -0.49
C -7.89878 4.51959 3.01645 -0.29
H -7.29928 3.98120 0.29508 0.27
H -9.03037 4.20261 -0.06049 0.30
H -7.77071 6.06350 1.47111 0.33
H -9.40758 5.51630 1.87027 0.26
H -6.81056 4.55591 3.11778 0.20
H -8.38461 4.94335 3.89838 0.30
```

## Properties
* HOMO: -3.940 eV
* total charge: -1
* HOMO-LUMO gap: 5.471 eV


ii:
Computed, not measured: a cluster of 10 separate species, C38H64O24P3 in total, with ωB97M-V/def2-TZVPD.

XYZ file:
```
129
Properties=species:S:1:pos:R:3:mulliken_charge:R:1
O -2.27828 -1.53204 1.60447 -0.64
P -2.40533 -2.49766 2.74054 0.29
C -2.37630 -4.28535 2.30263 1.95
P -4.07857 -5.01457 2.32109 0.72
O -5.08505 -4.21511 3.05661 -0.75
O -4.54162 -5.20546 0.79860 -0.53
O -3.92172 -6.48748 2.92430 -0.50
C -1.69110 -4.53464 0.94497 -1.75
O -1.28035 -5.86914 1.01767 -0.34
P -0.44160 -6.15791 2.56232 0.01
O -1.58014 -4.88630 3.28516 -0.67
H -3.54123 -2.27595 3.54041 0.04
H -1.32910 -2.41583 3.64547 -0.06
H -3.90939 -5.72430 0.27858 0.38
H -4.75603 -6.70652 3.35662 0.30
H -0.83257 -3.86103 0.81490 0.18
H -2.36336 -4.38462 0.10415 0.63
H 0.41047 -7.16840 1.98266 0.00
H 0.45808 -5.08569 2.18936 -0.24
H 0.19202 -6.27608 3.85642 0.00
H -1.41013 -7.14601 2.92568 -0.09
O -2.74896 -5.19320 -2.39680 -0.62
C -2.18228 -4.18629 -2.71925 0.60
O -1.23031 -3.61006 -1.95769 -0.22
C -0.82557 -2.35326 -2.52508 -0.02
C -1.17253 -2.46022 -4.00563 -0.01
C -2.40591 -3.35375 -3.96978 -0.76
H -1.37459 -1.55742 -2.01616 0.08
H 0.23438 -2.21542 -2.33301 -0.05
H -1.33500 -1.49095 -4.47322 0.18
H -0.36815 -2.95920 -4.54566 0.21
H -3.32651 -2.78288 -3.82778 0.32
H -2.51634 -3.99479 -4.84026 0.32
O 1.18688 -0.14083 -1.21720 -0.68
C 0.85454 0.42394 -0.20313 -0.06
O 0.75423 -0.20844 0.96761 -0.34
C 0.26190 0.69787 1.97608 -0.21
C 0.60594 2.08737 1.46149 -0.39
C 0.50222 1.88822 -0.04221 0.74
H -0.81082 0.53145 2.08988 0.20
H 0.75960 0.46770 2.91575 -0.02
H -0.03566 2.86197 1.86898 0.20
H 1.63825 2.33040 1.72287 0.21
H -0.51089 2.04685 -0.41947 0.45
H 1.18954 2.50270 -0.61356 -0.34
O 0.24744 5.09596 -1.14565 -0.53
C 0.04755 5.77968 -0.18117 0.42
O -0.10790 5.22087 1.04050 -0.17
C -0.49654 6.20510 2.01218 -0.23
C 0.00099 7.52800 1.43045 -0.55
C -0.10878 7.28279 -0.07242 -0.59
H -1.58283 6.16668 2.12287 0.14
H -0.03728 5.94284 2.96209 0.23
H -0.56325 8.38798 1.78576 0.36
H 1.04719 7.67114 1.70397 0.30
H -1.09968 7.53902 -0.45389 0.26
H 0.64195 7.78911 -0.67320 0.34
O 3.97981 3.04197 -5.60846 -0.64
C 2.92956 2.98146 -5.03560 0.59
O 2.38397 1.80266 -4.64919 -0.36
C 1.08655 2.02140 -4.06236 0.23
C 1.10166 3.46094 -3.59280 0.06
C 2.01148 4.12456 -4.61999 -0.68
H 0.33214 1.82921 -4.82873 0.33
H 0.94487 1.32032 -3.24229 -0.29
H 0.10374 3.88413 -3.51548 0.42
H 1.55748 3.51646 -2.60642 -0.15
H 1.46871 4.46698 -5.50418 0.29
H 2.59974 4.94941 -4.22602 0.34
O -0.10317 4.05718 4.88182 -0.64
C -0.11322 2.94758 5.34892 0.60
O -0.76564 1.93400 4.75892 -0.19
C -0.71454 0.74758 5.57506 0.04
C 0.50359 0.94613 6.46956 -0.65
C 0.52744 2.46478 6.63165 -0.63
H -1.64563 0.69215 6.14163 0.29
H -0.64252 -0.11454 4.91603 -0.12
H 0.43091 0.39588 7.40489 0.36
H 1.40303 0.61470 5.94817 0.33
H -0.09961 2.80059 7.46068 0.30
H 1.52385 2.88579 6.73816 0.37
O -1.21824 -2.65731 -7.35928 -0.57
C -0.62413 -1.64849 -7.59916 0.52
O 0.31598 -1.14162 -6.76460 -0.29
C 0.79251 0.12290 -7.25071 -0.08
C 0.48911 0.11710 -8.74473 -0.51
C -0.77611 -0.73299 -8.80063 -0.53
H 0.25404 0.91622 -6.72695 -0.06
H 1.85148 0.19986 -7.01556 0.33
H 0.37735 1.11784 -9.15716 0.33
H 1.29593 -0.38371 -9.28147 0.29
H -1.68174 -0.13967 -8.65838 0.24
H -0.87748 -1.32145 -9.70851 0.35
O -3.64376 3.19906 8.07810 -0.60
C -3.81950 3.64400 6.98085 0.42
O -3.06562 3.27526 5.92320 -0.17
C -3.40882 4.03829 4.75506 -0.24
C -4.82960 4.52914 5.01573 -0.57
C -4.83620 4.67874 6.53447 -0.45
H -2.68683 4.85180 4.66130 0.14
H -3.31791 3.38616 3.89018 0.26
H -5.06660 5.44259 4.47358 0.33
H -5.54524 3.76156 4.71807 0.30
H -4.47814 5.65914 6.85564 0.26
H -5.79856 4.48411 7.00027 0.31
O 3.85244 0.63698 1.65450 -0.65
C 3.93911 0.51021 0.46592 0.51
O 3.41554 1.41109 -0.39299 -0.41
C 3.58126 0.96478 -1.75511 0.86
C 4.74076 -0.01870 -1.71903 -0.79
C 4.57389 -0.61814 -0.32054 -0.05
H 2.65949 0.48223 -2.06895 -0.43
H 3.75401 1.84121 -2.37518 0.09
H 4.69605 -0.75007 -2.52278 0.39
H 5.69546 0.50652 -1.79046 0.31
H 3.87699 -1.45858 -0.32443 -0.28
H 5.51178 -0.92324 0.13607 0.48
O 4.79061 -3.87354 -2.44224 -0.65
C 4.08402 -4.54394 -1.74068 0.52
O 2.89243 -5.01933 -2.15477 -0.35
C 2.20806 -5.68738 -1.07296 0.05
C 3.30999 -6.08521 -0.09774 -0.48
C 4.32384 -4.96232 -0.30089 -0.36
H 1.49606 -4.98773 -0.63229 -0.12
H 1.66166 -6.52992 -1.48755 0.30
H 2.94890 -6.18700 0.92301 0.31
H 3.74828 -7.03756 -0.40212 0.28
H 4.11502 -4.10298 0.33996 0.17
H 5.35930 -5.26416 -0.16567 0.37
```

## Properties
* HOMO: -4.774 eV
* total charge: -1
* HOMO-LUMO gap: 6.412 eV


On energetic grounds, ii is preferred over the next structure by 5.080 eV.


i:
Computed, not measured: an isolated molecule of C3H4N2, with ωB97M-V/def2-TZVPD.

XYZ file:
```
9
Properties=species:S:1:pos:R:3:nbo_charge:R:1
C 0.23389 0.10028 -0.98536 -0.36
C -1.08163 -0.06624 -0.53131 -0.05
N -1.14775 -0.20513 0.78129 -0.26
N 0.13717 -0.18504 1.16731 -0.33
C 1.01203 -0.02039 0.14657 -0.05
H 0.38329 0.65632 -1.88699 0.23
H -1.95627 -0.09074 -1.16657 0.21
H 0.33988 -0.10920 2.15091 0.41
H 2.07940 -0.07986 0.32415 0.22
```

## Properties
* HOMO: -9.392 eV
* total charge: 0
* HOMO-LUMO gap: 10.466 eV


ii:
Computed, not measured: a cluster of 2 separate species, C3H4N2 in total, with ωB97M-V/def2-TZVPD.

XYZ file:
```
9
Properties=species:S:1:pos:R:3:nbo_charge:R:1
N -0.91356 -1.10792 0.43914 -0.43
C -0.89935 1.22438 -0.14229 -0.31
C 0.31166 1.15354 0.01756 -0.24
C 1.34165 -0.92606 0.03527 -0.05
N 0.21797 -1.41480 0.07271 -0.06
H -1.79088 -0.93751 -0.02676 0.40
H -1.79579 1.80347 -0.31888 0.25
H 1.25641 1.56828 0.21895 0.23
H 2.26461 -1.38447 -0.29701 0.21
```

## Properties
* HOMO (alpha / beta): -8.894 / -8.895 eV
* total charge: 0
* HOMO-LUMO gap (alpha / beta): 9.524 / 9.524 eV


On energetic grounds, i is preferred over the next structure by 6.212 eV.